{
  "formula": "C3H2O3Tl",
  "method": "ωB97M-V/def2-TZVPD",
  "homo_ha": [-1.12861, -1.12475],
  "multiplicity": 2,
  "s_squared": 1.299,
  "homo_lumo_gap_ha": [0.1663, 0.1637],
  "relative_energy_kcal_mol": 61.1,
  "charge": 4,
  "lumo_energy_ev": [-26.2, -26.2],
  "elements": ["C", "C", "O", "C", "O", "O", "H", "Tl", "H"],
  "coordinates": [[1.2081, -0.9550, -1.1965], [1.1588, -0.4014, -0.0470], [0.9227, 0.5915, 0.6623], [-0.4149, 1.0258, 0.8633], [-1.2523, 0.2261, 1.1739], [-0.6323, 2.0982, 0.2148], [1.4783, -2.0150, -1.2934], [-3.0986, -0.2317, 1.6095], [0.6304, -0.3386, -1.9868]],
  "mulliken_charge": [-0.121, 0.826, 0.076, 0.835, -0.264, -0.062, 0.412, 1.856, 0.443]
}

{
  "formula": "C9H30O7",
  "method": "ωB97M-V/def2-TZVPD",
  "homo_ha": -0.34599,
  "smiles": "CC(C)=O.CO.CO.CO.CO.CO.CO",
  "homo_lumo_gap_ha": 0.3570,
  "relative_energy_kcal_mol": 28.4,
  "charge": 0,
  "lumo_energy_ev": 0.3,
  "elements": ["C", "C", "O", "C", "H", "H", "H", "H", "H", "H", "C", "O", "H", "H", "H", "H", "C", "O", "H", "H", "H", "H", "C", "O", "H", "H", "H", "H", "C", "O", "H", "H", "H", "H", "C", "O", "H", "H", "H", "H", "C", "O", "H", "H", "H", "H"],
  "coordinates": [[-0.5300, -1.3582, -4.8493], [-0.6738, -1.2682, -6.3278], [-0.0117, -1.9004, -7.1537], [-1.7419, -0.4073, -6.9593], [-0.8044, -2.3658, -4.5368], [-1.2235, -0.5981, -4.4897], [0.4982, -1.0389, -4.6789], [-1.4013, -0.1728, -7.9678], [-1.8316, 0.5155, -6.3863], [-2.6690, -0.9804, -6.9674], [1.9003, -6.1585, -0.3117], [2.7648, -5.2077, 0.2886], [2.4385, -6.6358, -1.1307], [1.7455, -6.9073, 0.4651], [0.9726, -5.7463, -0.7086], [3.2515, -4.7077, -0.3708], [0.4459, 0.1994, 7.8041], [0.9748, 1.1521, 6.9303], [-0.3854, 0.6131, 8.3749], [0.1032, -0.6634, 7.2330], [1.2666, -0.0740, 8.4673], [0.7271, 2.0470, 7.1743], [5.0955, -0.6548, -1.3317], [5.5092, -1.9264, -1.9118], [5.9378, -0.3488, -0.7114], [5.0563, 0.1693, -2.0441], [4.2123, -0.8769, -0.7327], [6.3464, -1.6177, -2.2660], [0.4039, 4.6760, -3.5964], [-0.6034, 4.3125, -2.6269], [1.2382, 5.1568, -3.0856], [0.6417, 3.7960, -4.1941], [0.0300, 5.4385, -4.2797], [-0.2220, 4.1334, -1.7643], [-6.1445, 2.6444, 5.4846], [-7.2723, 2.2870, 4.7465], [-6.3981, 3.3216, 6.3002], [-5.5667, 1.7918, 5.8413], [-5.4807, 3.1068, 4.7540], [-7.6661, 1.4432, 4.9798], [-0.3600, 0.5372, 1.9969], [0.3018, 1.7658, 1.8430], [-0.9358, 0.2248, 1.1258], [0.4386, -0.1907, 2.1402], [-1.1397, 0.5768, 2.7576], [0.7611, 1.8971, 2.6757]],
  "nbo_charge": [-0.721, 0.590, -0.558, -0.713, 0.249, 0.218, 0.249, 0.240, 0.210, 0.236, -0.244, -0.731, 0.162, 0.182, 0.161, 0.469, -0.240, -0.733, 0.163, 0.176, 0.166, 0.469, -0.263, -0.714, 0.161, 0.168, 0.193, 0.456, -0.249, -0.739, 0.171, 0.168, 0.177, 0.473, -0.243, -0.731, 0.164, 0.161, 0.177, 0.471, -0.253, -0.721, 0.178, 0.168, 0.163, 0.465]
}

{
  "formula": "C21H31BiCl3IN6O6S6SeSi",
  "method": "ωB97M-V/def2-TZVPD",
  "homo_ha": -0.10006,
  "homo_lumo_gap_ha": 0.2304,
  "relative_energy_kcal_mol": 23.4,
  "charge": -2,
  "lumo_energy_ev": 3.5,
  "elements": ["Bi", "N", "C", "C", "C", "N", "H", "H", "H", "H", "H", "H", "H", "H", "H", "H", "N", "C", "N", "S", "H", "H", "H", "H", "Cl", "Si", "Cl", "Cl", "C", "S", "C", "C", "S", "S", "C", "S", "S", "H", "H", "H", "C", "C", "C", "C", "C", "C", "C", "C", "C", "C", "O", "O", "H", "H", "H", "H", "H", "H", "H", "H", "H", "H", "H", "I", "C", "C", "N", "N", "C", "H", "H", "H", "O", "Se", "O", "O", "O"],
  "coordinates": [[0.2110, 0.3606, -0.5074], [0.4001, -2.6574, -0.4114], [-0.9018, -3.2974, -0.5076], [-1.6634, -3.1620, 0.7996], [-2.2970, -1.8014, 1.0271], [-1.3243, -0.7046, 1.2388], [0.8466, -2.5364, -1.3143], [1.0381, -3.1717, 0.1843], [-0.8520, -4.3553, -0.8058], [-1.4682, -2.7811, -1.2828], [-0.9950, -3.3999, 1.6389], [-2.4607, -3.9096, 0.8277], [-2.9474, -1.8460, 1.9034], [-2.9416, -1.5297, 0.1887], [-0.6235, -1.0022, 1.9123], [-1.8584, 0.0335, 1.7138], [0.6925, 3.6590, -3.0966], [1.7958, 2.9512, -2.8095], [2.9588, 3.6324, -2.7172], [1.7986, 1.2703, -2.7234], [0.6688, 4.5903, -2.6994], [-0.1766, 3.1769, -2.9150], [2.8629, 4.5838, -2.3867], [3.6608, 3.1278, -2.1955], [-2.0599, 3.7611, -1.4412], [-1.7310, 2.2638, -0.0051], [1.2780, 3.7729, 0.0391], [-1.5723, 3.1977, 1.8222], [5.3228, -2.7691, -2.5820], [4.8729, -1.0363, -2.8573], [5.3538, -0.3627, -1.3163], [4.6996, -0.5612, -0.1374], [3.2740, -1.4577, 0.1487], [5.4852, 0.2208, 1.2328], [6.8455, 0.9103, 0.4282], [8.0307, 1.7853, 1.1871], [6.8294, 0.5762, -1.2518], [5.0113, -3.3303, -3.4630], [4.7816, -3.1357, -1.7106], [6.3977, -2.8764, -2.4432], [-5.0446, -2.4063, -6.8295], [-3.9993, -2.0248, -5.8151], [-4.0341, -0.7982, -5.1769], [-3.0810, -0.4233, -4.2322], [-3.2335, 0.9307, -3.5913], [-2.0374, -1.3160, -3.9375], [-1.9715, -2.5620, -4.5923], [-0.8814, -3.5763, -4.3516], [-2.9629, -2.8944, -5.5067], [-0.9888, -0.9590, -2.9160], [0.1458, -1.4275, -2.9639], [-1.3905, -0.1623, -1.9733], [-5.8785, -1.7048, -6.8154], [-5.4369, -3.4059, -6.6332], [-4.6263, -2.4114, -7.8390], [-4.8362, -0.1040, -5.4043], [-3.9904, 1.5072, -4.1240], [-2.3010, 1.4928, -3.5998], [-3.5304, 0.8440, -2.5461], [-0.7974, -3.8376, -3.2980], [0.0900, -3.1864, -4.6470], [-1.0954, -4.4842, -4.9183], [-2.9185, -3.8632, -5.9951], [3.7307, 2.8645, 4.9306], [2.6313, 1.6022, 3.7289], [2.6601, 0.2305, 3.7441], [1.8116, -0.1687, 2.7816], [1.2721, 0.8672, 2.1139], [1.7589, 1.9564, 2.6824], [3.2313, -0.4666, 4.3317], [1.7965, -1.0791, 2.3497], [1.4839, 2.9282, 2.3011], [-5.3497, 2.3663, 1.2729], [-4.4785, 1.0332, 1.0990], [-5.1929, -0.1696, 0.3096], [-3.1650, 1.4683, -0.0304], [-3.6515, 0.5632, 2.4096]],
  "mulliken_charge": [1.631, -0.263, -0.167, -1.195, -0.553, -0.327, 0.257, 0.225, 0.382, -0.138, 0.354, 0.422, 0.491, 0.264, 0.176, 0.109, -0.307, 0.138, -0.445, -0.436, 0.413, -0.070, 0.291, 0.244, -0.419, 0.379, -0.591, -0.292, -0.795, -0.029, 0.031, -0.141, -0.353, 0.020, -0.003, -0.334, -0.155, 0.318, 0.183, 0.294, -1.537, 0.697, -1.065, 0.690, -1.097, 1.057, 0.652, -1.204, -1.002, 0.337, -0.604, -0.183, 0.351, 0.356, 0.291, 0.275, 0.341, 0.208, 0.101, 0.103, 0.230, 0.382, 0.297, 0.075, -0.655, -0.378, -0.024, 0.124, -0.398, 0.418, 0.166, 0.377, -0.668, 1.255, -0.690, -0.166, -0.725]
}

{
  "formula": "C46H58Cl2KN4PS",
  "method": "ωB97M-V/def2-TZVPD",
  "homo_ha": -0.24143,
  "homo_lumo_gap_ha": 0.2320,
  "relative_energy_kcal_mol": 5.0,
  "charge": 0,
  "lumo_energy_ev": -0.3,
  "elements": ["K", "Cl", "C", "C", "C", "C", "C", "Cl", "C", "S", "H", "H", "H", "C", "C", "C", "C", "C", "C", "C", "C", "C", "C", "C", "C", "C", "C", "C", "C", "C", "C", "C", "C", "C", "P", "C", "C", "C", "C", "C", "C", "C", "C", "H", "H", "H", "H", "H", "H", "H", "H", "H", "H", "H", "H", "H", "H", "H", "H", "H", "H", "H", "H", "H", "H", "H", "H", "H", "H", "H", "H", "H", "H", "H", "H", "H", "H", "H", "H", "H", "H", "H", "H", "H", "H", "H", "H", "H", "N", "C", "C", "C", "N", "C", "C", "H", "H", "H", "H", "H", "H", "N", "C", "C", "C", "C", "C", "N", "C", "H", "H", "H", "H"],
  "coordinates": [[0.9731, 1.6363, -0.1177], [2.3677, 4.1324, 1.2522], [0.9087, 5.1073, 1.1575], [0.5521, 5.7767, 2.3143], [-0.5842, 6.5671, 2.3248], [-1.3368, 6.6715, 1.1648], [-0.9547, 5.9918, 0.0223], [-1.9550, 6.1993, -1.3845], [0.1887, 5.1612, -0.0541], [0.6306, 4.3157, -1.4991], [1.1691, 5.6745, 3.1966], [-0.8755, 7.0995, 3.2199], [-2.2253, 7.2875, 1.1335], [3.2114, -4.2900, -2.1995], [3.1303, -3.0288, -1.3361], [3.7032, -3.2963, 0.0557], [1.7090, -2.5041, -1.2933], [0.6703, -3.2784, -0.7915], [-0.6528, -2.8557, -0.8400], [-1.7312, -3.8844, -0.5224], [-1.9609, -4.7615, -1.7617], [-1.4036, -4.7986, 0.6604], [-0.9612, -1.5766, -1.3587], [0.0612, -0.8289, -1.9673], [1.3775, -1.2949, -1.8800], [-0.1151, 0.3320, -2.9534], [-0.1700, -0.2728, -4.3648], [-1.2616, 1.3215, -2.7853], [-2.3980, -1.1264, -1.3893], [-3.1519, -1.5664, -2.4792], [-4.4862, -1.2394, -2.6340], [-5.1062, -0.4598, -1.6714], [-4.3737, -0.0197, -0.5832], [-3.0187, -0.3197, -0.4106], [-2.0943, 0.4164, 1.0221], [-2.7681, 2.1770, 1.2944], [-4.1191, 2.3810, 1.9904], [-2.7981, 2.9203, -0.0470], [-1.7084, 2.8806, 2.1640], [-2.6884, -0.6310, 2.4761], [-2.1951, -0.0128, 3.7878], [-1.9894, -1.9777, 2.3102], [-4.1907, -0.9109, 2.5493], [4.2466, -4.6213, -2.2994], [2.8096, -4.1083, -3.1971], [2.6414, -5.1067, -1.7515], [3.7414, -2.2589, -1.8165], [3.0825, -4.0092, 0.6043], [3.7650, -2.3804, 0.6468], [4.7079, -3.7174, -0.0182], [0.8882, -4.2613, -0.3893], [-2.6666, -3.3610, -0.3164], [-1.0434, -5.2982, -2.0135], [-2.2569, -4.1788, -2.6321], [-2.7416, -5.4987, -1.5632], [-0.6359, -5.5280, 0.3949], [-2.2932, -5.3635, 0.9443], [-1.0494, -4.2570, 1.5342], [2.1598, -0.7071, -2.3513], [0.8159, 0.9109, -2.9013], [-1.0812, -0.8625, -4.4877], [0.6840, -0.9232, -4.5568], [-0.1794, 0.5213, -5.1133], [-2.2372, 0.8637, -2.9407], [-1.1412, 2.1209, -3.5182], [-1.2571, 1.8110, -1.8161], [-2.6603, -2.1640, -3.2359], [-5.0344, -1.5892, -3.4994], [-6.1505, -0.1912, -1.7653], [-4.8726, 0.5875, 0.1561], [-4.9677, 2.0147, 1.4149], [-4.2662, 3.4575, 2.1177], [-4.1560, 1.9337, 2.9819], [-3.4089, 2.4232, -0.8005], [-1.7982, 3.0791, -0.4569], [-3.2129, 3.9178, 0.1183], [-1.7277, 2.5517, 3.2024], [-1.8832, 3.9595, 2.1453], [-0.7023, 2.7078, 1.7820], [-1.1313, 0.2346, 3.7361], [-2.3300, -0.7414, 4.5925], [-2.7414, 0.8867, 4.0659], [-0.9037, -1.8749, 2.2972], [-2.2992, -2.4563, 1.3860], [-2.2555, -2.6415, 3.1382], [-4.7949, -0.0125, 2.6495], [-4.3873, -1.5415, 3.4221], [-4.5316, -1.4561, 1.6685], [7.3869, 1.8266, -2.8365], [6.1326, 1.7259, -2.2819], [5.1741, 2.7242, -2.4647], [3.9122, 2.5565, -1.9301], [3.5370, 1.4733, -1.2399], [4.4629, 0.5315, -1.0575], [5.7513, 0.5997, -1.5465], [7.6934, 2.7416, -3.1187], [8.1105, 1.2416, -2.4565], [5.4103, 3.6246, -3.0175], [3.1572, 3.3298, -2.0428], [4.1524, -0.3327, -0.4787], [6.4499, -0.2076, -1.3636], [1.0343, -4.3144, 3.1661], [1.4929, -3.2638, 3.0872], [2.0748, -1.9536, 3.0041], [3.0346, -1.5428, 3.9230], [3.5878, -0.2842, 3.7773], [3.1611, 0.5096, 2.7231], [2.2415, 0.1205, 1.8410], [1.7066, -1.0863, 1.9778], [3.3357, -2.2021, 4.7260], [4.3373, 0.0798, 4.4654], [3.5704, 1.5027, 2.5749], [0.9706, -1.3871, 1.2386]],
  "mulliken_charge": [1.054, -0.114, 0.356, -0.741, -0.510, -0.711, 0.216, -0.181, -0.171, -0.081, 0.395, 0.377, 0.415, -1.647, -0.181, -1.279, 0.963, -0.274, 1.153, -0.286, -1.430, -1.458, 0.266, 0.093, -0.660, 0.682, -1.519, -1.447, -0.629, -0.002, -1.571, -0.878, -0.029, 0.868, 0.670, 2.291, -1.990, -1.222, -1.766, 2.445, -2.071, -2.165, -1.918, 0.472, 0.381, 0.303, 0.250, 0.243, 0.141, 0.485, 0.305, 0.265, 0.307, 0.263, 0.448, 0.441, 0.454, 0.063, 0.567, 0.024, 0.257, 0.333, 0.465, 0.266, 0.637, -0.215, 0.511, 0.392, 0.449, 0.070, 0.324, 0.543, 0.277, 0.201, -0.063, 0.689, 0.372, 0.322, 0.298, 0.267, 0.557, 0.372, 0.116, -0.118, 0.709, 0.340, 0.542, 0.318, -0.528, 0.960, -0.766, -0.459, 0.243, -0.824, -0.813, 0.221, 0.224, 0.354, 0.193, 0.684, 0.372, -0.692, -0.150, 0.804, -0.488, -1.030, -0.558, 0.877, 0.028, 0.538, 0.484, 0.340, 0.034]
}

{
  "formula": "C10H11F6NO4PPdS2Te4",
  "method": "ωB97M-V/def2-TZVPD",
  "homo_ha": [-0.15035, -0.16721],
  "multiplicity": 3,
  "s_squared": 2.043,
  "homo_lumo_gap_ha": [0.2115, 0.1916],
  "relative_energy_kcal_mol": 0.0,
  "charge": -1,
  "lumo_energy_ev": [1.7, 0.7],
  "elements": ["Pd", "F", "C", "F", "F", "S", "O", "O", "N", "S", "O", "O", "C", "F", "F", "F", "Te", "Te", "Te", "Te", "C", "P", "C", "C", "C", "C", "C", "C", "C", "H", "H", "H", "H", "H", "H", "H", "H", "H", "H", "H"],
  "coordinates": [[0.0112, -0.4493, 1.5705], [0.9013, -0.4320, 4.3699], [0.1743, 0.3469, 3.5319], [0.5183, 1.6224, 3.8748], [-1.1204, 0.2349, 4.0098], [-0.2120, -2.4784, 2.3006], [-1.3677, -3.0006, 2.9658], [1.1507, -2.6784, 2.7954], [-0.0335, -3.3712, 0.7878], [1.5417, -3.1802, 0.5448], [1.9440, -1.7858, 0.4613], [2.3930, -4.2317, 0.9694], [1.6365, -3.5088, -1.3422], [1.6856, -2.3663, -2.0688], [2.7795, -4.1479, -1.5878], [0.6388, -4.2283, -1.8556], [-2.3801, -0.1008, 0.9877], [-4.7932, 0.0871, -0.1486], [-2.7079, -2.9985, -1.7057], [-0.8083, -1.7949, -0.2789], [0.5824, 3.0676, 1.2729], [0.6889, 1.4792, 0.3839], [2.4186, 1.4127, -0.1852], [-0.2718, 1.7717, -1.1347], [-1.3944, 2.6029, -1.1095], [-2.3727, 2.4990, -2.0856], [-2.2476, 1.5623, -3.1016], [-1.1079, 0.7774, -3.1763], [-0.1365, 0.8619, -2.1885], [-0.3803, 3.1733, 1.7699], [0.7287, 3.8810, 0.5599], [1.3581, 3.0964, 2.0360], [2.6696, 2.3351, -0.7110], [2.5537, 0.5617, -0.8518], [3.0772, 1.2750, 0.6719], [-1.5305, 3.3092, -0.3007], [-3.2791, 3.0839, -1.9970], [-3.0577, 1.4170, -3.8036], [-0.9907, 0.0669, -3.9835], [0.7403, 0.2274, -2.2477]],
  "nbo_charge": [0.115, -0.360, 0.679, -0.382, -0.388, 1.851, -0.903, -0.957, -1.182, 2.227, -0.969, -0.875, 0.717, -0.340, -0.318, -0.314, 0.016, -0.123, -0.443, 0.663, -0.953, 0.991, -0.947, -0.391, -0.207, -0.200, -0.197, -0.217, -0.162, 0.256, 0.224, 0.259, 0.225, 0.259, 0.252, 0.215, 0.217, 0.218, 0.225, 0.216]
}